{
  "formula": "C21H23BCl39N2O4PS",
  "method": "ωB97M-V/def2-TZVPD",
  "elements": ["N", "C", "C", "N", "C", "C", "B", "O", "O", "C", "P", "S", "C", "C", "C", "O", "O", "H", "H", "H", "H", "H", "H", "H", "H", "H", "H", "C", "Cl", "Cl", "Cl", "H", "C", "Cl", "Cl", "Cl", "H", "C", "Cl", "Cl", "Cl", "H", "C", "Cl", "Cl", "Cl", "H", "C", "Cl", "Cl", "Cl", "H", "C", "Cl", "Cl", "Cl", "H", "C", "Cl", "Cl", "Cl", "H", "C", "Cl", "Cl", "Cl", "H", "C", "Cl", "Cl", "Cl", "H", "C", "Cl", "Cl", "Cl", "H", "C", "Cl", "Cl", "Cl", "H", "C", "Cl", "Cl", "Cl", "H", "C", "Cl", "Cl", "Cl", "H"],
  "xyz": [[-0.093, -4.115, 1.673], [-0.212, -3.029, 0.944], [-0.410, -1.539, 1.577], [-1.809, -1.125, 1.155], [-2.888, -1.651, 1.989], [-4.381, -1.364, 1.673], [-5.490, -2.034, 2.639], [-6.877, -1.672, 2.723], [-5.042, -3.152, 3.477], [-4.676, -0.478, 0.420], [-6.443, -0.080, -0.104], [-7.160, -1.502, -1.257], [-3.467, 0.054, -0.428], [-2.019, -0.312, -0.010], [-0.805, 0.227, -0.941], [-0.175, -0.505, -1.760], [-0.449, 1.562, -0.848], [-0.122, -3.856, 2.677], [-0.227, -3.105, -0.197], [-0.418, -1.679, 2.715], [0.398, -0.814, 1.202], [-2.621, -2.295, 2.901], [-7.367, -2.536, 2.564], [-4.898, -2.840, 4.397], [-6.370, 1.099, -0.924], [-7.296, 0.137, 1.023], [-3.638, 0.685, -1.372], [1.972, 3.835, -1.602], [1.907, 4.971, -0.244], [1.589, 4.659, -3.121], [3.566, 3.069, -1.695], [1.226, 3.057, -1.435], [3.507, -5.602, 2.165], [3.558, -5.574, 3.934], [4.449, -4.264, 1.493], [4.100, -7.153, 1.552], [2.471, -5.483, 1.849], [6.807, 2.590, -3.539], [8.557, 2.742, -3.319], [6.435, 1.979, -5.156], [6.114, 1.533, -2.301], [6.361, 3.578, -3.434], [-9.173, -5.398, 2.140], [-9.514, -6.379, 3.570], [-10.578, -4.413, 1.710], [-7.754, -4.372, 2.416], [-8.955, -6.066, 1.309], [0.941, 8.597, -0.965], [-0.659, 9.180, -1.448], [2.113, 8.840, -2.269], [1.480, 9.408, 0.513], [0.870, 7.529, -0.763], [-1.186, 6.283, -5.235], [-2.786, 6.861, -5.724], [-0.011, 6.529, -6.534], [-0.654, 7.101, -3.759], [-1.255, 5.216, -5.031], [2.065, 11.510, -5.406], [0.978, 12.839, -4.979], [1.141, 10.082, -5.892], [3.174, 12.003, -6.694], [2.654, 11.253, -4.527], [-4.615, -6.163, 1.736], [-3.552, -6.604, 3.079], [-3.663, -5.668, 0.330], [-5.689, -7.507, 1.318], [-5.229, -5.321, 2.048], [10.247, 0.668, -5.879], [11.373, 0.259, -4.577], [11.128, 1.199, -7.319], [9.207, -0.713, -6.260], [9.616, 1.488, -5.541], [3.272, 0.292, 2.366], [2.205, 1.646, 2.765], [2.323, -1.116, 1.873], [4.400, 0.747, 1.085], [3.844, 0.033, 3.255], [-11.204, -4.255, 6.809], [-12.657, -5.098, 7.363], [-9.759, -4.944, 7.563], [-11.077, -4.327, 5.045], [-11.280, -3.210, 7.105], [0.309, -8.177, 5.346], [-1.253, -7.541, 4.812], [1.517, -7.973, 4.071], [0.830, -7.375, 6.835], [0.198, -9.240, 5.549], [13.816, 2.895, -3.348], [14.455, 1.245, -3.319], [12.073, 2.895, -3.043], [14.655, 3.906, -2.163], [13.990, 3.312, -4.338]],
  "e_homo_ev": -8.930
}